# C34H26ClCoNO8S2

C34H26ClCoNO8S2 as an isolated structure in a non-equilibrium geometry (ωB97M-V with the def2-TZVPD basis set, OMol25).

Cartesian coordinates (Å):
Co  -0.253904  -0.954598  -0.297295
Cl  1.924910  -0.378015  1.267768
S  -0.824052  1.408836  -1.969929
S  -0.117080  2.008705  0.912122
O  1.690010  0.143854  -0.059174
O  1.711437  0.674118  2.194138
O  0.955269  -1.408890  1.483638
O  -0.994953  0.806334  0.724140
O  -0.519821  -0.042843  -2.169442
O  0.235822  -2.898452  -1.001927
O  -1.694228  -2.461186  -0.322660
O  3.227350  -0.872522  1.370206
N  -0.901217  -3.332130  -0.745999
C  -2.507526  5.469192  -1.029674
C  3.145716  2.360924  -2.120205
C  0.773570  2.262667  -1.917705
C  -0.144153  3.084165  5.326625
C  4.349308  5.513927  -0.557211
C  -1.330509  2.065735  -3.588335
C  -1.247577  5.044038  -1.525995
C  -1.388719  6.653482  -3.313906
C  -1.143689  3.377106  0.236116
C  -0.573061  3.997055  -0.851987
C  -1.145940  2.481759  -5.929513
C  -2.401809  3.774060  0.706862
C  -1.129908  1.863152  3.494264
C  -0.073090  3.402398  6.789192
C  3.162715  3.619616  -1.480495
C  -2.996129  3.377999  -4.710997
C  4.362508  4.316179  -1.216258
C  -0.711746  5.649303  -2.682752
C  1.936712  4.202690  -1.062689
C  -2.608358  7.115735  -2.794874
C  -0.256260  2.488871  2.631099
C  -3.061862  4.803475  0.087167
C  0.736551  3.692495  4.434135
C  0.736769  3.496418  -1.313495
C  -2.830482  3.877358  -7.166030
C  -2.315093  3.235637  -5.915834
C  0.682919  3.400284  3.086297
C  -1.074353  2.169814  4.843019
C  3.135595  6.072784  -0.126733
C  1.976062  1.682823  -2.332829
C  -0.646127  1.897853  -4.777239
C  -3.155739  6.541376  -1.680736
C  -2.504615  2.803449  -3.555998
C  1.951847  5.435632  -0.373172
H  3.144243  7.008136  0.413229
H  -3.659579  3.297371  -7.567150
H  -3.193855  4.881933  -6.965504
H  -3.108076  7.930240  -3.293277
H  -0.974080  7.106189  -4.202978
H  -2.052589  3.931417  -7.921594
H  -4.021054  5.139973  0.451567
H  4.086932  1.924685  -2.415618
H  0.240049  5.295498  -3.053119
H  -0.611821  2.352416  -6.859024
H  0.700952  2.801690  7.264228
H  1.482162  4.381878  4.802271
H  0.179286  4.448066  6.947365
H  1.360466  3.852426  2.376903
H  -1.017059  3.187986  7.282660
H  -2.826241  3.271131  1.562246
H  -1.746260  1.680695  5.535318
H  1.018899  5.865314  -0.033579
H  -3.012889  2.930019  -2.612404
H  5.271427  6.033265  -0.343200
H  5.292526  3.874202  -1.537701
H  -1.825483  1.138364  3.095335
H  1.958015  0.703727  -2.783918
H  -4.095189  6.897830  -1.286279
H  0.270511  1.326659  -4.792708
H  -3.917864  3.936238  -4.674038

Cartesian forces, eV/Å:
Co 0.748 0.104 -0.088
Cl 1.363 0.884 0.474
S 0.036 1.162 -1.918
S -0.869 2.184 0.996
O -0.317 -0.123 -1.332
O -0.034 0.497 0.916
O -1.874 -1.385 -0.316
O -0.274 -1.675 -0.242
O 0.280 -1.491 0.635
O -0.046 1.520 0.246
O 0.268 0.045 0.034
O 1.104 -0.686 0.074
N -0.674 -0.621 -0.050
C 0.426 -0.106 -0.151
C -0.213 -0.190 -0.159
C -0.299 0.481 0.277
C -0.084 0.025 -0.045
C 0.145 -0.228 -0.098
C -0.312 -0.084 0.643
C -0.235 0.108 0.179
C 0.331 -0.147 0.038
C 0.791 0.049 -0.264
C -0.016 0.022 0.512
C 0.121 -0.074 0.068
C -0.278 0.083 0.077
C -0.084 -0.084 -0.281
C 0.075 -0.057 0.001
C -0.339 0.200 0.120
C 0.086 -0.013 -0.108
C 0.059 0.097 0.054
C 0.024 0.076 -0.079
C 0.170 -0.158 -0.204
C -0.200 -0.035 0.132
C 0.096 -0.136 -0.111
C 0.105 -0.185 0.229
C -0.114 -0.020 -0.070
C 0.091 -0.256 -0.443
C -0.026 -0.070 0.013
C 0.015 0.003 0.218
C -0.148 -0.064 -0.116
C 0.082 0.116 0.061
C -0.284 0.034 0.089
C 0.232 0.021 -0.164
C 0.177 -0.109 0.106
C -0.046 0.059 -0.152
C 0.050 -0.161 0.143
C 0.084 0.151 0.074
H -0.026 0.081 0.023
H -0.088 -0.018 -0.110
H -0.040 0.096 -0.006
H -0.149 0.122 -0.015
H 0.007 0.035 -0.056
H 0.030 0.020 -0.115
H -0.123 -0.038 0.098
H 0.110 -0.101 -0.069
H 0.044 0.017 -0.105
H 0.079 0.000 -0.104
H 0.057 -0.050 0.107
H 0.034 0.115 0.048
H -0.011 0.079 0.051
H 0.234 0.085 0.004
H -0.056 0.005 0.074
H -0.118 -0.013 0.096
H -0.069 -0.007 0.013
H -0.036 0.027 -0.006
H -0.199 0.016 0.100
H 0.105 0.002 -0.038
H 0.159 -0.046 -0.026
H -0.040 -0.139 0.078
H 0.082 -0.175 0.009
H -0.139 0.036 0.031
H 0.078 -0.071 -0.092
H -0.123 0.163 -0.005

Calculated values
lowest unoccupied orbital energy (spin up / spin down): -0.6 / -0.4 eV
2S+1: 2
ΔE to the lowest compared entry with this formula, charge and spin: 89.3 kJ/mol
charge: 0
calculated total energy: -125359.60893 eV
HOMO-LUMO gap (spin up / spin down): 8.1 / 8.3 eV


# C34H26F3IN2O5PPt

C34H26F3IN2O5PPt as an isolated structure in a non-equilibrium geometry (ωB97M-V with the def2-TZVPD basis set, OMol25).

Cartesian coordinates (Å):
Pt  -1.900544  -0.956100  0.822247
I  -4.299221  -3.117019  -0.645590
P  1.463167  1.114892  0.232081
F  -2.372577  1.314413  2.710412
F  -0.796457  0.013894  3.463063
F  -2.870957  -0.623829  3.534710
O  0.121585  1.025203  0.840428
O  -9.838139  2.093302  -1.576542
O  -9.095411  2.702134  -3.482684
O  -3.597337  0.073507  0.324075
O  -2.753240  0.689093  -1.683586
N  -8.941823  2.218960  -2.381338
N  -0.339219  -1.961583  1.296614
C  -1.968938  -0.009647  2.693992
C  0.580813  -2.601697  1.484332
C  2.718413  -2.970553  2.618151
C  1.900272  -4.627842  1.075154
C  3.202597  -1.065766  -0.326880
C  2.744867  1.521921  1.446732
C  -7.394844  1.224711  -0.742843
C  -7.598571  1.768072  -1.999921
C  1.991601  -0.422016  -0.563155
C  1.579073  2.377191  -1.060625
C  -2.276403  -2.402121  -0.713192
C  4.022908  1.952005  1.088783
C  3.486587  -2.266984  -0.970101
C  0.822029  4.534278  -1.818901
C  3.029989  -5.395936  1.310723
C  2.422718  1.327566  2.787398
C  -5.055072  0.994696  -1.259587
C  0.746235  3.485418  -0.912645
C  1.348927  -2.180892  -2.080596
C  -6.117390  0.835355  -0.377808
C  -5.286261  1.507280  -2.528540
C  1.715644  4.470022  -2.881237
C  1.058840  -0.986167  -1.440754
C  4.670813  1.932130  3.405143
C  4.005996  -4.956170  2.192693
C  4.986503  2.153140  2.068332
C  2.470576  2.313141  -2.128682
C  3.389982  1.535554  3.765052
C  1.742569  -3.412633  1.730395
C  2.562922  -2.819763  -1.847013
C  -3.659124  0.562000  -0.873537
C  -6.559720  1.892148  -2.906638
C  3.846653  -3.742567  2.845654
C  2.532038  3.358007  -3.041732
H  1.134131  -4.955706  0.384342
H  0.031458  3.496286  -0.096305
H  -2.157619  -1.989914  -1.716481
H  3.208758  3.302701  -3.886636
H  1.413065  1.014691  3.046050
H  5.430787  2.063367  4.167150
H  -8.232219  1.106654  -0.070065
H  0.105704  -0.486773  -1.601152
H  0.624776  -2.617047  -2.757813
H  3.920833  -0.646594  0.368122
H  4.887297  -5.558841  2.372626
H  -4.452519  1.587125  -3.211488
H  4.608504  -3.397930  3.533422
H  -1.660842  -3.294891  -0.618123
H  -6.768237  2.287698  -3.890392
H  4.426782  -2.771529  -0.779304
H  1.771214  5.284887  -3.593013
H  2.788478  -3.753739  -2.349236
H  2.575235  -2.019538  3.117477
H  3.154185  -6.345166  0.803725
H  -5.924352  0.398198  0.591710
H  0.179848  5.398448  -1.698782
H  3.102232  1.440138  -2.255755
H  3.143635  1.382274  4.809203
H  4.262385  2.129331  0.045812
H  5.983408  2.475126  1.792866

Cartesian forces, eV/Å:
Pt -1.366 -1.200 0.758
I -0.079 -0.088 -0.014
P -0.033 -0.003 -0.061
F 0.148 -0.413 0.041
F -0.210 -0.137 -0.164
F 0.116 -0.022 -0.102
O 0.290 0.411 0.001
O -0.293 -0.097 0.398
O 0.063 0.164 -0.450
O 0.345 -0.029 -0.608
O 0.157 -0.039 -0.098
N 0.191 -0.110 0.035
N -0.939 0.481 -0.193
C 0.273 0.995 -0.142
C 1.109 -0.793 0.329
C 0.019 0.179 0.135
C -0.088 -0.174 -0.103
C -0.040 -0.084 -0.075
C 0.136 -0.054 -0.102
C -0.176 -0.004 0.148
C 0.286 -0.131 0.088
C -0.014 -0.012 -0.120
C 0.084 0.087 0.095
C 0.713 1.102 -0.132
C -0.012 0.002 0.138
C -0.008 0.063 -0.058
C 0.013 -0.048 0.024
C -0.042 -0.075 -0.088
C -0.062 -0.053 0.049
C -0.138 -0.060 0.089
C -0.001 -0.004 -0.058
C -0.010 -0.010 -0.004
C -0.083 0.030 0.026
C -0.040 0.023 -0.052
C -0.007 -0.023 0.041
C 0.059 0.096 -0.020
C 0.014 -0.025 -0.028
C -0.046 0.042 -0.019
C -0.067 -0.040 -0.015
C -0.059 0.033 0.008
C -0.004 -0.027 -0.028
C -0.062 0.104 0.053
C 0.054 0.066 0.040
C 0.026 -0.183 0.525
C -0.114 0.161 -0.221
C 0.029 0.091 0.039
C 0.010 -0.010 -0.012
H 0.037 -0.028 0.002
H 0.033 0.018 -0.046
H -0.131 -0.194 -0.083
H -0.002 -0.006 0.049
H 0.064 0.027 -0.028
H -0.042 0.055 -0.021
H 0.023 0.036 0.000
H 0.003 -0.084 0.031
H -0.007 0.012 0.035
H -0.022 0.007 -0.011
H -0.011 0.007 -0.003
H 0.031 0.015 0.010
H -0.045 0.037 0.003
H -0.041 -0.105 -0.016
H 0.055 0.024 0.013
H -0.030 0.001 0.011
H -0.016 -0.014 0.010
H -0.017 0.015 0.024
H 0.071 -0.028 0.008
H -0.052 0.040 -0.011
H 0.008 0.013 -0.010
H 0.000 -0.043 -0.024
H -0.029 0.014 -0.015
H -0.011 0.001 -0.040
H 0.009 -0.007 0.027
H -0.020 0.005 -0.007

Calculated values
lowest unoccupied orbital energy: 2.0 eV
ΔE to the lowest compared entry with this formula, charge and spin: 156.6 kJ/mol
charge: -1
calculated total energy: -77687.57220 eV
HOMO-LUMO gap: 6.6 eV


# C34H26F9MnNOPS

C34H26F9MnNOPS as an isolated structure (ωB97M-V with the def2-TZVPD basis set, OMol25).

Cartesian coordinates (Å):
Mn  0.866935  1.256733  -0.418274
S  2.426779  2.066187  3.677731
P  -0.695083  -0.667130  0.404556
F  1.930143  3.439120  -4.676809
F  2.059185  -0.613161  -4.283459
F  -0.437141  2.185540  -5.351223
F  1.972067  0.939446  -5.782060
F  0.398362  3.714003  -3.177207
F  3.360771  1.099025  -4.137436
F  -1.336314  1.556554  -3.493496
F  2.392783  3.151601  -2.585493
F  -0.490919  0.088282  -4.818523
O  1.003873  0.886723  -2.375437
N  2.828384  0.688998  -0.085490
C  0.201476  2.506863  2.473421
C  -1.290093  -2.332224  -0.061775
C  -2.091280  -0.129919  3.457641
C  -1.687962  -2.549130  -1.387275
C  1.457486  2.955080  -3.512062
C  1.873683  -1.807631  3.249123
C  -2.143819  1.632600  -0.173168
C  -4.582344  1.726518  -0.155474
C  5.340707  -0.195855  0.797630
C  -3.476891  -0.294429  0.469792
C  -0.032523  -1.064421  4.498053
C  1.208984  -1.471814  2.083459
C  2.120110  0.707526  -4.460686
C  2.280769  1.600201  2.008891
C  -0.317359  1.326910  -4.320996
C  -2.229858  0.309144  0.284336
C  -4.650697  0.399350  0.261010
C  1.056149  1.445036  -3.584803
C  -2.148834  -3.812952  -1.743503
C  -1.645441  -1.457410  -2.420357
C  -0.084745  -0.941505  2.105393
C  4.515678  0.475185  1.654773
C  4.890940  -0.447942  -0.536390
C  -0.860833  2.361120  -0.490764
C  0.799409  2.658778  3.692554
C  -0.721085  -0.731231  3.333897
C  1.244479  -1.601168  4.466361
C  3.253334  0.921056  1.232088
C  -2.217540  -4.846447  -0.821222
C  -1.353032  -3.373586  0.859179
C  1.020474  1.885456  1.497673
C  3.652243  -0.000672  -0.898791
C  -3.353306  2.317799  -0.368683
C  -1.812586  -4.626699  0.487824
H  -3.520403  -1.334352  0.773455
H  -2.165681  0.814518  2.921948
H  4.820866  0.659783  2.678297
H  -2.859968  -0.790273  3.055269
H  6.310297  -0.541902  1.130919
H  -1.033082  -3.207730  1.881265
H  1.754944  -1.832877  5.392618
H  -1.852071  -5.421190  1.220587
H  5.498786  -0.983033  -1.250255
H  -0.820034  2.816075  2.299775
H  -0.794936  -0.783375  -2.287686
H  1.723804  -1.593453  1.135629
H  -5.606319  -0.086332  0.410355
H  -5.490468  2.290568  -0.328256
H  -0.514982  -0.885812  5.451805
H  -1.575554  -1.883209  -3.422455
H  -2.447835  -3.981796  -2.771066
H  3.253281  -0.187954  -1.884580
H  2.885163  -2.187653  3.198684
H  0.385625  3.088206  4.587466
H  -0.918774  2.728553  -1.518312
H  -2.321085  0.056932  4.507013
H  -0.778317  3.234693  0.161042
H  -3.301759  3.342370  -0.716805
H  -2.575890  -5.820617  -1.126356
H  -2.551092  -0.845655  -2.374877

Cartesian forces, eV/Å:
Mn 0.278 0.409 -0.219
S -0.003 0.036 0.013
P 0.249 0.031 -0.039
F -0.010 -0.023 0.054
F -0.006 0.032 0.055
F -0.012 -0.023 -0.025
F -0.025 -0.014 0.054
F 0.029 0.003 -0.001
F 0.030 -0.026 0.092
F 0.008 0.035 0.012
F -0.004 -0.034 0.026
F 0.032 0.085 0.005
O -0.054 -0.123 -0.044
N -0.016 -0.054 0.305
C 0.148 -0.024 0.121
C -0.044 0.116 0.068
C -0.066 -0.017 0.052
C 0.021 -0.030 -0.124
C -0.051 0.124 -0.130
C -0.058 0.025 0.012
C -0.092 0.095 0.023
C 0.001 -0.040 0.015
C 0.049 -0.076 -0.121
C -0.063 -0.038 0.054
C 0.017 -0.038 -0.043
C 0.037 -0.007 0.049
C 0.122 -0.016 -0.219
C 0.112 -0.123 0.055
C -0.122 0.000 -0.157
C 0.017 0.029 -0.018
C 0.026 0.049 -0.021
C 0.028 -0.032 0.147
C 0.034 -0.013 0.032
C -0.021 -0.030 -0.041
C -0.026 -0.151 -0.018
C -0.026 0.037 0.114
C 0.010 -0.018 0.075
C -0.080 -0.131 0.051
C 0.001 -0.032 -0.112
C 0.073 0.080 0.032
C 0.030 -0.023 0.018
C -0.073 0.062 -0.069
C 0.034 0.030 0.049
C 0.024 -0.075 0.087
C -0.093 0.024 -0.192
C -0.068 0.005 0.028
C 0.014 -0.008 -0.003
C -0.052 -0.011 -0.104
H -0.003 0.012 0.006
H 0.023 0.035 -0.034
H -0.018 0.032 0.025
H -0.028 -0.022 -0.014
H 0.026 -0.010 -0.012
H -0.014 0.015 -0.041
H 0.007 -0.005 0.015
H -0.012 -0.057 0.009
H 0.031 -0.023 -0.024
H -0.082 0.052 -0.024
H -0.026 -0.095 0.060
H -0.048 0.010 -0.026
H -0.021 -0.002 0.004
H -0.022 0.015 -0.006
H 0.003 0.017 0.025
H -0.039 0.010 0.043
H -0.022 -0.034 -0.022
H 0.017 -0.011 -0.126
H 0.022 -0.021 0.013
H -0.029 0.042 0.106
H -0.091 0.013 0.136
H -0.009 -0.009 0.002
H -0.016 -0.042 -0.093
H -0.014 0.032 -0.012
H -0.015 -0.041 -0.013
H 0.021 0.014 0.008

Calculated values
lowest unoccupied orbital energy (spin up / spin down): 2.7 / 2.7 eV
2S+1: 6
charge: -1
calculated total energy: -115122.41036 eV
HOMO-LUMO gap (spin up / spin down): 4.3 / 7.3 eV